Below is a molecular structure, C49H51FGe2N3NiO3P in a non-equilibrium geometry, with properties calculated with ωB97M-V/def2-TZVPD.

Geometry as XYZ:
```
111
Properties=species:S:1:pos:R:3:forces:R:3:mulliken_charge:R:1
Ni 1.506 -0.419 0.192 0.2 0.6 1.6 0.05
C -3.896 0.764 5.612 0.0 0.0 -0.1 -1.01
C -3.604 -0.603 5.007 0.1 0.2 0.0 -1.08
N -2.816 -0.517 3.770 -0.1 -0.1 0.1 0.31
C -1.470 -0.636 3.845 -0.1 0.1 0.1 -0.20
C -0.607 -0.562 2.796 0.0 -0.1 0.1 -0.01
C 0.867 -0.755 3.129 -0.1 0.0 0.1 -0.45
O 1.144 -0.892 4.317 0.1 0.0 -0.2 -0.79
O 1.685 -0.789 2.153 0.0 0.0 -0.1 -0.48
C -1.142 -0.363 1.489 -0.2 0.1 0.6 0.66
O -0.496 -0.297 0.444 0.3 -0.1 -0.9 -0.14
C -2.599 -0.210 1.406 0.0 -0.1 0.3 0.11
C -3.180 0.001 0.164 0.1 0.0 -0.4 0.08
C -4.531 0.138 0.053 -0.1 0.0 0.0 0.20
F -5.068 0.288 -1.177 0.0 0.0 -0.1 -0.36
C -5.369 0.113 1.175 0.0 0.1 -0.2 -1.33
C -4.790 -0.091 2.410 -0.1 0.0 0.2 -0.71
C -3.410 -0.284 2.544 0.0 0.0 0.1 0.09
N -6.777 0.316 1.106 -0.2 -0.1 -0.1 0.31
C -7.366 0.954 -0.073 0.0 0.0 0.2 -0.76
C -8.808 1.385 0.293 0.1 0.0 0.1 -0.68
N -8.940 1.298 1.788 0.1 -0.2 -0.2 -0.15
C -8.889 -0.136 2.232 0.1 0.0 -0.1 -0.73
C -7.640 -0.768 1.576 0.0 0.1 -0.2 -0.62
H -4.476 0.653 6.530 0.0 0.0 -0.1 0.38
H -4.454 1.399 4.919 0.0 0.0 0.1 0.30
H -2.963 1.275 5.858 -0.1 0.0 0.0 0.34
H -4.521 -1.152 4.800 0.0 -0.1 0.0 0.46
H -3.031 -1.208 5.705 0.0 0.0 0.0 0.48
H -1.047 -0.800 4.831 0.0 0.0 -0.1 0.57
H -2.546 0.034 -0.717 0.0 0.0 0.1 0.33
H -5.428 -0.059 3.285 0.0 0.0 -0.1 0.74
H -7.408 0.291 -0.937 0.0 0.0 -0.1 0.48
H -6.772 1.821 -0.345 0.0 0.0 0.0 0.50
H -9.559 0.725 -0.132 -0.1 0.0 0.0 0.33
H -9.024 2.403 -0.017 0.0 0.0 0.0 0.36
H -9.768 1.775 2.136 -0.1 0.0 0.0 0.31
H -8.103 1.741 2.174 0.0 0.1 0.1 0.38
H -9.808 -0.618 1.909 -0.1 0.0 0.0 0.36
H -8.847 -0.144 3.318 0.0 0.0 0.0 0.41
H -7.940 -1.414 0.743 0.0 0.0 0.0 0.30
H -7.113 -1.386 2.294 0.0 0.0 0.0 0.50
C 0.497 4.130 -5.879 0.0 0.0 0.0 -0.50
C -0.377 4.612 -4.917 0.0 0.0 0.0 -0.63
C -0.510 3.942 -3.703 0.0 0.0 0.0 -0.21
C 0.227 2.791 -3.442 0.0 -0.1 0.0 0.14
C 1.106 2.315 -4.418 0.0 0.1 0.0 0.05
C 1.240 2.980 -5.628 0.0 0.0 0.1 -0.71
P 0.028 1.962 -1.812 0.1 0.0 -0.2 -0.14
C -0.055 0.225 -2.405 0.0 0.1 0.0 1.11
C 0.878 -0.763 -2.127 0.0 0.0 -0.1 1.00
C 0.715 -2.062 -2.590 0.0 -0.1 0.1 -0.01
C -0.416 -2.402 -3.313 -0.1 0.0 0.0 -1.16
C -1.372 -1.429 -3.585 0.0 0.0 0.0 -0.82
C -1.189 -0.128 -3.137 0.0 0.0 0.0 -0.87
C 1.681 2.230 -1.048 0.0 0.0 0.3 1.28
C 2.321 3.436 -1.347 -0.1 0.0 0.0 -0.69
C 3.341 3.927 -0.540 0.0 0.0 0.0 -0.96
C 3.695 3.238 0.605 -0.1 0.0 0.1 -0.97
C 3.101 2.007 0.885 -0.2 0.2 0.0 0.52
C 2.112 1.463 0.067 0.4 -0.4 -0.7 -0.51
H 0.603 4.647 -6.826 0.0 0.0 0.1 0.38
H -0.953 5.510 -5.107 0.0 0.0 0.0 0.41
H -1.189 4.322 -2.945 0.0 0.0 0.0 0.38
H 1.695 1.424 -4.225 0.0 0.0 0.0 0.37
H 1.928 2.603 -6.376 0.0 0.0 0.0 0.45
H 1.814 -0.490 -1.620 0.1 0.0 -0.6 -1.22
H 1.483 -2.802 -2.402 0.0 0.0 0.0 0.57
H -0.548 -3.415 -3.671 0.0 0.0 0.0 0.41
H -2.258 -1.686 -4.154 0.0 0.0 0.0 0.45
H -1.926 0.635 -3.370 0.0 0.0 0.0 0.49
H 2.010 4.014 -2.211 0.0 0.0 0.1 0.37
H 3.831 4.859 -0.797 0.0 0.0 0.0 0.39
H 4.453 3.634 1.271 0.0 0.0 0.0 0.46
H 3.406 1.468 1.775 0.1 0.0 -0.1 0.66
C 3.428 -3.263 3.037 -0.1 0.1 0.1 -1.08
Ge 3.255 -3.203 1.099 0.1 0.1 -0.3 1.17
C 4.458 -4.575 0.357 0.0 -0.1 0.0 -1.48
C 1.424 -3.718 0.569 0.0 0.0 0.2 -1.19
Ge 3.878 -1.002 0.095 -0.3 -0.4 -0.2 -0.16
C 4.160 -0.989 -1.848 0.0 -0.1 -0.1 0.45
C 4.294 0.227 -2.523 0.0 0.0 -0.1 0.39
C 4.413 0.259 -3.907 0.0 0.0 0.1 -0.93
C 4.393 -0.924 -4.637 0.0 0.0 0.0 -0.59
C 4.261 -2.140 -3.979 0.0 0.0 0.0 -0.73
C 4.142 -2.169 -2.593 0.1 0.1 -0.1 -0.08
C 5.525 -0.327 0.889 -0.1 0.2 0.3 0.51
C 6.111 0.887 0.526 0.2 -0.1 0.0 0.48
C 7.305 1.297 1.102 0.0 0.0 0.0 -1.03
C 7.934 0.499 2.051 0.0 0.0 0.0 -0.57
C 7.376 -0.721 2.404 0.0 0.0 0.0 -0.81
C 6.177 -1.127 1.828 0.1 0.2 -0.1 -0.26
H 3.291 -4.302 3.350 0.0 0.0 0.0 0.48
H 2.683 -2.626 3.516 0.1 -0.1 0.0 0.15
H 4.415 -2.934 3.356 0.0 -0.1 0.1 0.38
H 4.363 -5.484 0.960 0.0 0.1 -0.1 0.48
H 5.499 -4.247 0.388 0.0 0.0 0.0 0.40
H 4.201 -4.822 -0.675 0.0 0.0 0.1 0.46
H 0.909 -4.154 1.430 0.1 0.0 -0.1 0.48
H 1.460 -4.458 -0.230 0.0 0.0 0.0 0.47
H 0.820 -2.880 0.228 -0.1 0.1 -0.1 0.08
H 4.279 1.163 -1.972 0.0 0.0 0.0 -0.08
H 4.519 1.211 -4.416 0.0 0.0 0.0 0.51
H 4.485 -0.899 -5.717 0.0 0.0 0.1 0.41
H 4.251 -3.065 -4.544 0.0 0.0 0.0 0.45
H 4.043 -3.123 -2.088 0.0 0.0 0.0 0.28
H 5.643 1.516 -0.219 0.0 0.0 0.0 0.45
H 7.746 2.243 0.808 0.0 -0.1 0.0 0.44
H 8.861 0.826 2.509 0.0 0.0 0.0 0.37
H 7.868 -1.356 3.132 0.0 0.0 0.0 0.42
H 5.762 -2.086 2.102 0.0 0.0 0.1 -0.07
```
Forces are in eV/Å.

Calculated values
HOMO energy (alpha / beta): -9.24 / -8.77 eV
<S²>: 1.048
spin multiplicity: 2
largest force on an atom: 1.68 eV/Å
molecular weight: 983.9 g mol⁻¹
frontier orbital gap (alpha / beta): 0.2199 / 0.2026 Eh
LUMO level (alpha / beta): -3.3 / -3.3 eV
charge: +1

---

Below is a molecular structure, C49H51IN3NiP3 in a non-equilibrium geometry, with properties calculated with ωB97M-V/def2-TZVPD.

Geometry as XYZ:
```
108
Properties=species:S:1:pos:R:3:forces:R:3:mulliken_charge:R:1
Ni -0.967 -0.807 -0.994 -0.3 0.1 0.0 0.67
N -1.216 1.177 1.945 -0.2 -0.1 0.2 0.09
P -2.291 2.255 1.159 -0.1 0.1 0.0 0.06
C -2.967 3.150 2.601 0.0 0.1 0.1 0.34
C -2.186 3.962 3.425 0.1 0.0 0.0 -0.33
C -2.754 4.628 4.498 0.0 0.0 0.0 -0.69
C -4.114 4.497 4.754 0.0 0.0 0.0 -0.46
C -4.900 3.695 3.942 0.0 0.0 0.0 -0.69
C -4.327 3.025 2.869 -0.1 -0.1 0.0 -0.28
C -1.146 3.524 0.505 0.0 0.1 0.0 0.22
C -1.703 4.645 -0.113 0.0 0.0 0.0 -0.83
C -0.893 5.608 -0.689 0.0 0.0 0.0 -0.65
C 0.490 5.463 -0.659 0.0 0.0 0.0 -0.55
C 1.051 4.353 -0.050 0.0 0.0 0.0 -0.47
C 0.236 3.385 0.526 0.0 0.0 0.1 -0.12
P -0.860 -0.428 1.490 -0.1 0.2 -0.2 0.31
C 0.647 -0.580 2.505 0.0 0.0 0.1 0.71
C 1.789 0.094 2.070 0.1 0.0 0.0 0.52
C 2.915 0.164 2.869 0.0 0.0 -0.1 -1.47
C 2.918 -0.446 4.120 0.0 0.0 0.0 -0.77
C 1.800 -1.138 4.548 0.0 0.1 0.0 -0.73
C 0.666 -1.206 3.744 0.0 0.2 0.0 -0.33
C -2.073 -1.449 2.369 0.0 -0.2 0.0 0.48
C -1.934 -2.837 2.320 0.0 0.0 0.0 0.03
C -2.872 -3.654 2.925 0.0 0.0 0.0 -0.78
C -3.967 -3.097 3.572 0.0 0.0 0.0 -0.77
C -4.118 -1.721 3.611 0.0 0.0 0.0 -0.58
C -3.175 -0.898 3.010 0.0 0.0 0.0 -0.85
H -1.150 1.328 2.947 0.2 0.1 0.0 0.51
H -1.127 4.079 3.219 0.0 0.0 0.0 0.40
H -2.140 5.255 5.130 0.0 0.0 0.0 0.41
H -4.560 5.027 5.587 0.0 0.0 0.0 0.39
H -5.959 3.591 4.141 0.0 0.0 0.0 0.40
H -4.941 2.397 2.233 0.0 0.0 0.0 0.38
H -2.782 4.770 -0.139 0.0 0.0 0.0 0.40
H -1.337 6.475 -1.162 0.0 0.0 0.0 0.44
H 1.124 6.216 -1.109 0.0 0.0 0.0 0.40
H 2.127 4.234 -0.024 0.0 0.0 0.0 0.45
H 0.673 2.523 1.012 0.0 0.0 0.0 0.52
H 1.798 0.564 1.092 0.0 0.0 0.0 0.09
H 3.792 0.695 2.520 0.0 0.0 0.0 0.45
H 3.795 -0.390 4.751 0.0 0.0 0.0 0.44
H 1.803 -1.634 5.510 0.0 0.0 0.0 0.48
H -0.205 -1.744 4.095 0.0 0.0 0.0 0.47
H -1.095 -3.275 1.790 0.0 0.0 0.0 0.37
H -2.757 -4.729 2.875 0.0 0.0 0.0 0.46
H -4.708 -3.737 4.034 0.0 0.0 0.0 0.37
H -4.975 -1.279 4.103 0.0 0.0 0.0 0.45
H -3.317 0.176 3.042 0.0 0.0 0.0 0.18
C 0.595 2.410 -2.916 0.0 0.0 0.0 -2.01
C 0.325 1.486 -4.111 0.1 0.0 -0.1 2.58
C 1.536 1.595 -5.046 0.0 0.0 0.0 -1.84
C -0.924 1.992 -4.838 0.0 0.0 0.0 -1.98
P 0.061 -0.261 -3.431 0.1 0.2 0.2 0.66
C 1.795 -0.697 -3.015 0.0 -0.1 0.0 0.58
C 2.709 -1.343 -3.842 0.0 0.0 0.0 -0.17
C 3.992 -1.634 -3.399 0.0 0.0 0.0 -0.82
C 4.389 -1.279 -2.118 0.0 0.0 0.0 -0.94
C 3.490 -0.637 -1.279 0.0 0.0 0.0 -0.41
C 2.210 -0.359 -1.726 0.0 0.0 0.0 -0.28
C -0.575 -1.384 -4.793 -0.1 0.1 0.0 1.99
C 0.029 -1.235 -6.193 -0.1 0.0 0.0 -1.80
C -2.091 -1.117 -4.898 0.0 0.0 0.0 -1.52
C -0.415 -2.834 -4.321 0.0 0.0 0.0 -1.76
H 0.863 3.399 -3.298 0.0 0.0 0.0 0.78
H 1.433 2.064 -2.309 0.0 0.0 0.0 0.28
H -0.273 2.528 -2.270 0.0 0.0 0.0 0.06
H 1.597 2.623 -5.416 0.0 0.0 0.0 0.57
H 1.474 0.937 -5.911 0.0 0.0 0.0 0.32
H 2.466 1.379 -4.519 0.0 0.0 0.0 0.29
H -0.857 3.080 -4.929 0.0 0.0 0.0 0.52
H -1.842 1.758 -4.302 0.0 0.0 0.0 0.25
H -1.002 1.585 -5.847 0.0 0.0 0.0 0.34
H 2.430 -1.638 -4.842 0.0 0.0 0.0 0.13
H 4.680 -2.145 -4.060 0.0 0.0 0.0 0.44
H 5.387 -1.515 -1.773 0.0 0.0 0.0 0.40
H 3.775 -0.378 -0.266 0.0 0.0 0.0 0.45
H 1.508 0.114 -1.044 0.0 0.0 0.0 -0.40
H -0.139 -0.243 -6.608 0.0 0.0 0.0 0.35
H -0.477 -1.948 -6.850 0.0 0.0 0.0 0.54
H 1.094 -1.453 -6.242 0.0 0.0 0.0 0.21
H -2.310 -0.209 -5.457 0.0 0.0 0.0 0.31
H -2.565 -1.062 -3.916 0.0 0.0 0.0 0.08
H -2.547 -1.953 -5.434 0.0 0.0 0.0 0.51
H 0.620 -3.110 -4.118 0.0 0.0 0.0 0.31
H -0.790 -3.485 -5.115 0.0 0.0 0.0 0.66
H -1.010 -3.025 -3.427 0.0 0.0 0.0 0.19
N 5.363 -4.373 6.511 0.0 0.0 0.0 -0.56
C 4.709 -4.203 5.580 0.1 0.0 0.1 0.00
C 3.897 -3.978 4.422 0.0 0.0 -0.1 0.72
C 4.457 -3.390 3.287 -0.1 0.0 0.0 -0.86
C 3.672 -3.164 2.175 0.0 0.0 0.1 -0.40
C 2.316 -3.520 2.173 0.2 0.0 0.0 0.74
C 1.772 -4.122 3.315 0.1 -0.1 0.0 -0.31
C 2.553 -4.349 4.430 0.0 0.0 -0.1 -1.08
C 1.518 -3.244 1.036 -0.2 0.1 -0.1 -0.15
C 0.834 -2.954 0.079 0.0 -0.1 0.2 -0.57
H 5.502 -3.107 3.288 0.0 0.0 0.0 0.48
H 4.091 -2.697 1.294 0.0 0.0 0.0 0.50
H 0.725 -4.398 3.317 0.0 0.0 0.0 0.54
H 2.129 -4.810 5.312 0.0 0.0 0.0 0.48
I -3.416 -1.931 -1.108 0.1 0.1 0.0 -0.33
C 0.030 -2.603 -1.041 0.2 0.0 -0.3 -1.06
H 0.687 -2.607 -1.911 -0.1 0.0 0.0 0.32
H -0.772 -3.319 -1.213 0.0 -0.1 0.2 0.99
N -2.917 1.566 -2.108 -0.2 0.6 0.7 -0.15
C -2.181 1.136 -1.300 0.4 -0.8 -0.7 0.09
H -3.726 2.157 -2.180 0.0 -0.1 -0.3 0.25
```
Forces are in eV/Å.

Calculated values
HOMO energy (alpha / beta): -6.77 / -7.59 eV
<S²>: 2.012
spin multiplicity: 3
largest force on an atom: 1.14 eV/Å
molecular weight: 960.5 g mol⁻¹
frontier orbital gap (alpha / beta): 0.2554 / 0.2717 Eh
LUMO level (alpha / beta): 0.2 / -0.2 eV
charge: 0